# 1
Formula: C5H6AgO3
Source: the Open Molecules 2025 dataset
Level of theory: the ωB97M-V functional and the def2-TZVPD basis

## Properties
Energy relative to the best compared isomer or geometry (same formula, charge and spin)   0.0000 eV
E_tot   -15420.6698 eV
Gap between HOMO and LUMO (alpha / beta)   5.79 / 9.99 eV
HOMO (alpha / beta)   -5.54 / -9.96 eV

Structure (ORCA input):
```
! wB97M-V def2-TZVPD RIJCOSX def2/J DEFGRID3
* xyz 0 2
O -1.813 -1.419 -1.251
C -1.243 -0.511 -0.693
O -0.222 0.151 -1.215
O -1.560 -0.060 0.511
C -0.777 1.109 0.809
C 0.367 1.017 -0.204
C 1.656 0.384 0.244
C 1.874 -0.926 0.403
Ag -3.431 -3.094 -1.125
H -0.467 1.059 1.855
H -1.404 1.993 0.644
H 0.556 1.978 -0.695
H 2.411 1.102 0.578
H 2.915 -1.099 0.012
H 1.139 -1.685 0.127
*
```


# 2
Formula: C5H6Br2
Source: the Open Molecules 2025 dataset
Level of theory: the ωB97M-V functional and the def2-TZVPD basis

## Properties
Energy relative to the best compared isomer or geometry (same formula, charge and spin)   1.1024 eV
E_tot   -145361.1950 eV
Gap between HOMO and LUMO (alpha / beta)   8.13 / 8.67 eV
HOMO (alpha / beta)   -7.46 / -9.86 eV

Structure (ORCA input):
```
! wB97M-V def2-TZVPD RIJCOSX def2/J DEFGRID3
* xyz 0 3
C 0.907 -0.844 1.971
C -0.147 -0.580 1.411
C -1.285 1.149 -0.034
C 1.579 -0.359 -1.737
C -1.011 -0.233 0.421
Br 2.616 -0.619 -0.288
Br -2.210 -1.609 -0.229
H 1.590 -0.851 2.770
H -2.347 1.320 -0.260
H -1.083 1.971 0.749
H -0.846 1.431 -0.987
H 1.391 -1.273 -2.315
H 0.845 0.498 -1.470
*
```


# 3
Formula: C5H6Br2Cl2
Source: the Open Molecules 2025 dataset
Level of theory: the ωB97M-V functional and the def2-TZVPD basis

## Properties
Energy relative to the best compared isomer or geometry (same formula, charge and spin)   2.6053 eV
E_tot   -170407.7913 eV
Gap between HOMO and LUMO (alpha / beta)   8.97 / 5.14 eV
HOMO (alpha / beta)   -10.19 / -8.77 eV

Structure (ORCA input):
```
! wB97M-V def2-TZVPD RIJCOSX def2/J DEFGRID3
* xyz 0 1
C -0.275 -0.193 -0.697
C 0.049 -0.073 0.790
C 1.044 -0.635 -0.157
C -1.449 -1.005 -1.321
C 0.051 1.312 1.323
Cl -0.267 1.356 -1.495
Cl -0.918 -1.294 1.741
Br 4.426 1.053 0.134
Br 2.254 -1.994 -0.114
H -2.391 -0.822 -0.760
H -1.234 -2.061 -1.114
H -1.563 -0.753 -2.395
H 0.917 1.776 0.948
H 0.094 1.413 2.327
H -0.739 1.919 0.791
*
```


# 4
Formula: C5H6Br2ClO4S
Source: the Open Molecules 2025 dataset
Level of theory: the ωB97M-V functional and the def2-TZVPD basis

## Properties
Energy relative to the best compared isomer or geometry (same formula, charge and spin)   1.7095 eV
E_tot   -176914.3185 eV
Gap between HOMO and LUMO (alpha / beta)   7.86 / 7.86 eV
HOMO (alpha / beta)   -5.10 / -5.10 eV

Structure (ORCA input):
```
! wB97M-V def2-TZVPD RIJCOSX def2/J DEFGRID3
* xyz -1 1
C -2.102 -0.369 -0.674
C 0.841 1.435 -0.621
C 1.065 0.793 -1.961
C -2.116 -1.483 2.362
C -1.473 0.116 0.701
O -1.759 0.435 -1.542
O -2.744 -1.395 -0.669
O 0.824 0.597 1.885
O 0.779 -1.122 0.148
S 0.298 0.156 0.610
Cl 2.178 1.768 -2.952
Br -3.520 -0.671 3.246
Br -2.017 1.766 1.371
H 1.763 1.817 -0.184
H 0.090 2.221 -0.657
H 0.132 0.700 -2.518
H 1.526 -0.188 -1.837
H -2.382 -2.253 1.665
H -1.197 -1.536 2.919
*
```


Number 4 is which compound?
C5H6Br2ClO4S